Entry 1:
{
  "formula": "C27H36AlN3O3PS4",
  "method": "ωB97M-V/def2-TZVPD",
  "fmax_ev_per_a": 0.36,
  "orbital_gap_ev": 8.84,
  "total_charge": 1,
  "total_energy_ha": -3617.08283,
  "relative_energy_ev": 0.000,
  "elements": ["Al", "C", "C", "C", "O", "P", "S", "S", "O", "C", "C", "C", "H", "H", "H", "H", "H", "H", "H", "H", "H", "H", "H", "H", "H", "H", "C", "C", "N", "H", "H", "H", "C", "C", "C", "C", "N", "C", "S", "N", "H", "H", "H", "H", "H", "O", "S", "C", "C", "C", "C", "C", "C", "C", "C", "C", "C", "C", "C", "C", "C", "H", "H", "H", "H", "H", "H", "H", "H", "H", "H", "H", "H", "H", "H"],
  "xyz": [[-0.45, 0.38, -1.31], [-1.78, 5.27, 0.39], [-1.26, 5.30, -1.03], [-0.66, 6.63, -1.43], [-0.21, 4.28, -1.12], [-0.28, 3.18, -2.24], [1.24, 1.91, -1.90], [-1.96, 2.10, -2.16], [-0.14, 4.05, -3.55], [0.02, 3.68, -4.96], [1.36, 3.04, -5.20], [-1.15, 2.87, -5.46], [-2.57, 6.00, 0.52], [-0.97, 5.51, 1.09], [-2.17, 4.28, 0.63], [-2.06, 5.02, -1.72], [0.15, 6.90, -0.75], [-1.42, 7.41, -1.39], [-0.26, 6.58, -2.45], [0.00, 4.66, -5.43], [1.39, 2.01, -4.84], [2.16, 3.59, -4.71], [1.56, 3.03, -6.27], [-1.15, 1.86, -5.03], [-1.07, 2.78, -6.54], [-2.10, 3.34, -5.22], [-1.87, -1.87, -5.05], [-1.21, -1.15, -3.97], [-0.69, -0.58, -3.13], [-2.92, -2.00, -4.79], [-1.39, -2.84, -5.18], [-1.79, -1.29, -5.97], [-2.23, 0.98, 4.48], [-1.69, 1.02, 3.08], [-0.71, 1.95, 2.70], [-0.26, 1.90, 1.41], [-0.76, 1.00, 0.56], [-1.72, 0.15, 0.98], [-2.24, -0.90, -0.30], [-2.19, 0.13, 2.22], [-1.63, 1.58, 5.16], [-2.27, -0.05, 4.83], [-3.25, 1.36, 4.47], [-0.32, 2.67, 3.41], [0.50, 2.57, 1.01], [0.87, -0.90, -0.92], [1.53, -1.91, 0.02], [0.97, -1.56, 1.70], [1.84, -2.24, 2.73], [1.23, -2.93, 3.78], [2.01, -3.54, 4.75], [3.39, -3.47, 4.69], [4.00, -2.77, 3.65], [3.22, -2.16, 2.68], [0.63, -3.44, -0.36], [0.62, -4.45, 0.75], [1.78, -5.14, 1.09], [1.76, -6.06, 2.13], [0.58, -6.30, 2.82], [-0.58, -5.62, 2.47], [-0.56, -4.69, 1.44], [-0.08, -1.85, 1.79], [1.06, -0.48, 1.77], [0.15, -3.00, 3.82], [1.53, -4.07, 5.56], [4.00, -3.95, 5.44], [5.08, -2.70, 3.60], [3.71, -1.61, 1.88], [1.10, -3.81, -1.27], [-0.38, -3.09, -0.59], [2.70, -4.97, 0.54], [2.66, -6.59, 2.39], [0.57, -7.02, 3.62], [-1.50, -5.82, 3.00], [-1.46, -4.16, 1.17]],
  "lowdin_charge": [-0.6687, -0.0377, -0.4518, -0.0349, -0.3016, 0.0104, 0.5650, 0.5056, -0.2695, -0.4132, -0.0630, -0.0632, 0.0922, 0.0910, 0.0744, 0.1205, 0.0925, 0.0922, 0.0782, 0.1463, 0.0562, 0.0889, 0.0915, 0.0468, 0.0919, 0.0859, 0.0008, -0.1113, 0.1978, 0.1050, 0.1010, 0.1005, -0.0162, -0.2982, 0.0098, -0.0835, -0.0436, -0.7665, 0.7567, 0.1378, 0.0813, 0.0878, 0.0964, 0.1180, 0.1193, -0.5273, 1.1044, -0.2578, -0.2813, -0.0469, -0.0671, -0.0721, -0.0661, -0.0567, -0.2516, -0.2900, -0.0407, -0.0633, -0.0736, -0.0696, -0.0455, 0.0895, 0.0992, 0.1172, 0.1118, 0.1083, 0.1091, 0.1064, 0.1066, 0.0637, 0.1228, 0.1126, 0.1103, 0.1113, 0.1173]
}

=====

Entry 2:
{
  "formula": "C25H50BCl12N5O4P",
  "method": "ωB97M-V/def2-TZVPD",
  "fmax_ev_per_a": 2.88,
  "orbital_gap_ev": 7.39,
  "total_charge": 1,
  "total_energy_ha": -7445.67204,
  "relative_energy_ev": 0.000,
  "elements": ["C", "C", "O", "N", "C", "N", "C", "N", "C", "P", "N", "O", "N", "C", "B", "O", "O", "C", "C", "C", "C", "C", "C", "C", "H", "H", "H", "H", "H", "H", "H", "H", "H", "H", "H", "H", "H", "H", "H", "H", "H", "H", "H", "H", "H", "H", "H", "H", "H", "H", "Cl", "C", "C", "Cl", "H", "H", "H", "H", "Cl", "C", "C", "Cl", "H", "H", "H", "H", "Cl", "C", "C", "Cl", "H", "H", "H", "H", "Cl", "C", "C", "Cl", "H", "H", "H", "H", "Cl", "C", "C", "Cl", "H", "H", "H", "H", "Cl", "C", "C", "Cl", "H", "H", "H", "H"],
  "xyz": [[4.52, -2.91, 0.95], [5.02, -2.34, -0.37], [4.37, -1.10, -0.72], [2.99, -1.29, -0.64], [2.34, -0.88, -1.79], [2.31, -1.75, -2.89], [3.49, -1.51, -3.80], [4.31, -2.68, -4.04], [5.76, -2.43, -3.91], [2.17, -3.44, -2.31], [1.39, -4.20, -3.65], [1.00, -3.45, -1.13], [1.74, 0.26, -1.91], [1.77, 1.27, -0.83], [0.49, 1.18, 0.15], [-0.60, 1.96, -0.01], [0.46, 0.30, 1.22], [0.99, 0.64, -3.14], [-0.23, -0.24, -3.38], [-1.29, -0.32, -2.51], [-2.34, -1.16, -2.75], [-2.35, -1.95, -3.87], [-1.30, -1.84, -4.76], [-0.25, -1.00, -4.52], [3.51, -3.32, 0.88], [5.16, -3.74, 1.28], [4.58, -2.12, 1.69], [4.90, -3.10, -1.15], [6.10, -2.18, -0.26], [2.60, -0.92, 0.22], [4.05, -0.66, -3.40], [3.10, -1.16, -4.77], [4.16, -2.92, -5.01], [6.15, -2.74, -2.94], [6.01, -1.37, -4.08], [6.30, -3.00, -4.66], [1.39, -5.19, -3.42], [2.02, -4.13, -4.44], [0.37, -2.73, -1.33], [1.79, 2.27, -1.27], [2.66, 1.14, -0.22], [-0.44, 2.67, -0.65], [0.07, -0.53, 0.90], [1.68, 0.55, -3.98], [0.67, 1.68, -3.05], [-1.32, 0.29, -1.61], [-3.17, -1.19, -2.05], [-3.16, -2.63, -4.06], [-1.29, -2.45, -5.66], [0.56, -0.95, -5.24], [-4.73, -1.86, 0.00], [-4.97, -0.18, 0.56], [-6.39, 0.28, 0.38], [-6.81, 0.48, -1.34], [-4.27, 0.46, 0.02], [-4.70, -0.16, 1.61], [-6.52, 1.26, 0.85], [-7.10, -0.41, 0.82], [0.78, -1.72, 5.85], [2.12, -0.69, 5.29], [2.06, -0.43, 3.80], [2.40, -1.91, 2.85], [3.05, -1.17, 5.57], [2.04, 0.26, 5.83], [2.81, 0.31, 3.53], [1.08, -0.06, 3.50], [-0.72, 2.14, 9.35], [0.15, 0.64, 8.93], [1.64, 0.78, 9.11], [2.36, 1.89, 7.90], [-0.11, 0.38, 7.91], [-0.22, -0.14, 9.60], [2.12, -0.19, 8.98], [1.89, 1.16, 10.10], [7.42, -0.52, -1.20], [9.19, -0.33, -1.36], [9.69, -0.79, -2.71], [9.55, -2.56, -2.90], [9.66, -0.89, -0.55], [9.41, 0.72, -1.22], [10.74, -0.54, -2.82], [9.14, -0.32, -3.52], [-5.75, 2.87, 2.06], [-6.00, 4.55, 2.61], [-7.42, 5.00, 2.41], [-7.83, 5.17, 0.68], [-5.30, 5.19, 2.07], [-5.74, 4.58, 3.66], [-7.57, 5.97, 2.87], [-8.13, 4.30, 2.85], [-11.33, 4.53, 1.40], [-11.13, 4.01, -0.29], [-12.27, 4.47, -1.16], [-13.79, 3.63, -0.78], [-11.03, 2.93, -0.30], [-10.19, 4.44, -0.64], [-12.04, 4.25, -2.21], [-12.44, 5.54, -1.07]],
  "lowdin_charge": [-0.1310, -0.2930, -0.1160, 0.0416, -0.3326, -0.1387, -0.2254, -0.1104, -0.1100, 0.8714, -0.1503, -0.2742, 0.0470, 0.0110, -0.6247, 0.1988, 0.1301, -0.0299, -0.2255, -0.0436, -0.0692, -0.0552, -0.0706, -0.0607, 0.0369, 0.0928, 0.0260, 0.0817, 0.0383, 0.1066, 0.1230, 0.1168, 0.1016, 0.0432, 0.0775, 0.0877, 0.0390, 0.0217, 0.0393, 0.1262, 0.1307, 0.1177, 0.1209, 0.1221, 0.1381, 0.1016, 0.0544, 0.1189, 0.1164, 0.1134, 0.5608, -0.6708, -0.6998, 0.5423, 0.0615, 0.0687, -0.0573, 0.0752, 0.5617, -0.6581, -0.6213, 0.6525, 0.0742, 0.0114, 0.0821, 0.0520, 0.5450, -0.6725, -0.6441, 0.5532, 0.0382, 0.0770, 0.0722, 0.0699, 0.6393, -0.6217, -0.6551, 0.5529, 0.0743, 0.0762, 0.0768, 0.0669, 0.6346, -0.6246, -0.6481, 0.5667, 0.0697, 0.0766, 0.0791, 0.0681, 0.5290, -0.6769, -0.6670, 0.5397, 0.0704, 0.0265, 0.0723, 0.0686]
}

=====

Entry 3:
{
  "formula": "C5H3AuCl2CoNO3",
  "method": "ωB97M-V/def2-TZVPD",
  "fmax_ev_per_a": 10.68,
  "orbital_gap_ev": [9.91, 4.92],
  "total_charge": 4,
  "total_energy_ha": -2909.49514,
  "spin_multiplicity": 7,
  "relative_energy_ev": 0.000,
  "elements": ["Co", "Au", "Cl", "Cl", "C", "C", "C", "O", "O", "O", "C", "C", "N", "H", "H", "H"],
  "xyz": [[-0.48, -0.32, -3.28], [0.29, 0.69, 1.64], [-1.32, -2.17, -2.10], [-1.10, 1.83, -2.69], [1.67, 1.97, 1.32], [0.37, -1.67, -4.12], [-0.29, 0.55, -4.91], [2.47, 2.78, 1.55], [0.56, -2.71, -4.60], [-0.33, 0.57, -6.08], [-2.71, -2.25, 3.46], [-1.99, -1.44, 2.51], [-1.16, -0.72, 2.12], [-3.69, -1.83, 3.66], [-2.09, -2.21, 4.47], [-2.84, -3.33, 3.24]],
  "lowdin_charge": [0.3434, 1.3413, 0.6134, 0.5845, -0.0585, -0.1136, -0.0829, 0.3161, 0.3255, 0.3219, 0.0307, -0.0908, 0.0183, 0.1224, 0.1936, 0.1345]
}

=====

Entry 4:
{
  "formula": "C23H18IrN2O4S",
  "method": "ωB97M-V/def2-TZVPD",
  "fmax_ev_per_a": 4.43,
  "orbital_gap_ev": [5.80, 6.05],
  "total_energy_ha": -1800.13043,
  "spin_multiplicity": 2,
  "elements": ["Ir", "O", "C", "C", "C", "C", "C", "C", "C", "N", "C", "C", "N", "C", "C", "C", "C", "C", "C", "C", "O", "H", "H", "H", "H", "H", "H", "H", "H", "H", "H", "H", "H", "H", "H", "O", "C", "O", "C", "C", "C", "C", "C", "C", "S", "H", "H", "H", "H"],
  "xyz": [[0.08, 0.81, -0.66], [-1.38, 2.03, -1.77], [-1.91, 2.91, -1.03], [-3.33, 3.03, -0.95], [-3.92, 3.98, -0.16], [-3.15, 4.89, 0.57], [-1.77, 4.84, 0.49], [-1.13, 3.87, -0.29], [0.29, 3.83, -0.33], [0.98, 2.90, -0.89], [2.42, 3.00, -0.93], [3.02, 1.60, -1.15], [2.34, 0.71, -0.26], [2.90, -0.28, 0.33], [2.21, -1.14, 1.23], [2.81, -2.34, 1.64], [2.16, -3.22, 2.47], [0.88, -2.91, 2.93], [0.27, -1.74, 2.58], [0.90, -0.80, 1.73], [0.34, 0.31, 1.47], [-3.92, 2.33, -1.52], [-5.00, 4.03, -0.09], [-3.62, 5.63, 1.20], [-1.17, 5.54, 1.06], [0.81, 4.67, 0.15], [2.81, 3.43, 0.00], [2.70, 3.66, -1.77], [4.10, 1.62, -0.97], [2.83, 1.28, -2.18], [3.96, -0.51, 0.13], [3.80, -2.57, 1.27], [2.63, -4.15, 2.76], [0.37, -3.62, 3.58], [-0.73, -1.50, 2.93], [-3.46, -1.38, -1.26], [-2.33, -1.29, -0.82], [-1.76, -0.33, -0.24], [-1.47, -2.57, -0.91], [-2.08, -3.74, -0.52], [-1.40, -4.95, -0.56], [-0.09, -4.97, -1.01], [0.53, -3.81, -1.42], [-0.15, -2.59, -1.39], [0.66, -1.21, -2.08], [-3.11, -3.69, -0.20], [-1.90, -5.86, -0.27], [0.44, -5.91, -1.07], [1.55, -3.83, -1.80]],
  "lowdin_charge": [1.3966, -0.1492, -0.3757, 0.0119, -0.0662, -0.0932, -0.0495, -0.1570, -0.0731, -0.0705, -0.1993, -0.2085, -0.1103, -0.0946, -0.1616, -0.0493, -0.0930, -0.0692, 0.0032, -0.3823, -0.1416, 0.1222, 0.1096, 0.0981, 0.1110, 0.1447, 0.1263, 0.1282, 0.1282, 0.1193, 0.1458, 0.1110, 0.0974, 0.1076, 0.1198, 0.0871, -0.6312, -0.1174, -0.1488, -0.0210, -0.0675, -0.0879, -0.1241, -0.5988, 0.7538, 0.1203, 0.1016, 0.1014, 0.0956]
}

=====

Entry 5:
{
  "formula": "C20H23NO4PtS2",
  "method": "ωB97M-V/def2-TZVPD",
  "fmax_ev_per_a": 0.86,
  "orbital_gap_ev": [5.48, 6.36],
  "total_charge": -2,
  "total_energy_ha": -2047.30911,
  "spin_multiplicity": 3,
  "relative_energy_ev": 0.068,
  "elements": ["Pt", "O", "C", "C", "O", "O", "C", "C", "C", "C", "C", "C", "C", "C", "C", "C", "C", "C", "H", "H", "H", "H", "H", "H", "H", "H", "H", "H", "H", "C", "O", "C", "S", "S", "H", "H", "H", "C", "C", "C", "C", "N", "H", "H", "H", "H", "H", "H", "H", "H", "H"],
  "xyz": [[-0.01, -0.79, 0.78], [-0.79, 1.72, -0.99], [0.30, 2.29, -1.65], [1.60, 1.44, -1.55], [2.58, 1.90, -2.17], [1.54, 0.38, -0.88], [-0.11, 2.40, -3.14], [-1.03, 3.37, -3.53], [-1.50, 3.43, -4.84], [-1.05, 2.52, -5.78], [-0.14, 1.54, -5.40], [0.32, 1.48, -4.09], [0.54, 3.70, -1.07], [-0.34, 4.21, -0.12], [-0.18, 5.49, 0.40], [0.88, 6.29, -0.03], [1.76, 5.78, -0.97], [1.60, 4.50, -1.49], [-0.49, 0.91, -0.52], [-1.39, 4.08, -2.80], [-2.21, 4.20, -5.12], [-1.41, 2.57, -6.81], [0.21, 0.81, -6.12], [1.03, 0.71, -3.80], [-1.16, 3.58, 0.21], [-0.87, 5.86, 1.14], [1.01, 7.29, 0.38], [2.60, 6.39, -1.31], [2.29, 4.09, -2.21], [-2.53, -3.49, -2.78], [-2.31, -4.12, -1.52], [-1.48, -3.55, -0.60], [-1.34, -4.39, 0.84], [-0.79, -2.05, -1.07], [-3.21, -4.16, -3.31], [-1.60, -3.37, -3.34], [-2.98, -2.50, -2.66], [-2.20, 1.29, 2.35], [-0.90, 0.98, 3.10], [0.00, 2.22, 3.07], [-1.23, 0.60, 4.54], [-0.21, -0.14, 2.48], [-2.73, 2.11, 2.84], [-2.83, 0.40, 2.33], [-1.98, 1.56, 1.31], [-0.50, 3.09, 3.51], [0.27, 2.45, 2.03], [0.92, 2.02, 3.62], [-1.74, 1.43, 5.06], [-0.31, 0.37, 5.09], [-1.87, -0.28, 4.56]],
  "lowdin_charge": [0.6117, -0.0548, -0.3399, -0.6397, -0.0333, -0.1234, -0.1051, -0.0247, -0.1066, -0.1288, -0.0936, -0.0036, -0.1261, -0.0390, -0.0997, -0.1281, -0.1001, -0.0205, -0.0096, 0.1146, 0.0861, 0.0824, 0.0906, 0.1194, 0.1016, 0.0893, 0.0813, 0.0866, 0.1071, -0.1771, -0.2958, -1.3501, 0.4377, 0.4845, 0.0753, 0.0611, 0.0637, -0.0878, -0.7947, -0.0757, -0.0934, -0.2373, 0.0704, 0.0736, 0.0484, 0.0702, 0.0627, 0.0703, 0.0645, 0.0655, 0.0697]
}

=====

Entry 6:
{
  "formula": "C6H6BiO2",
  "method": "ωB97M-V/def2-TZVPD",
  "fmax_ev_per_a": 3.61,
  "orbital_gap_ev": [4.72, 4.53],
  "total_charge": 2,
  "total_energy_ha": -596.30714,
  "spin_multiplicity": 2,
  "relative_energy_ev": 0.000,
  "elements": ["C", "C", "O", "H", "Bi", "O", "C", "C", "C", "C", "H", "H", "H", "H", "H"],
  "xyz": [[-0.77, 0.90, -1.49], [0.47, 0.97, -0.95], [1.45, 1.64, -0.82], [-0.89, 1.46, -2.42], [3.51, 1.34, -0.21], [2.57, -0.42, 0.79], [1.28, -0.74, 0.71], [0.28, -1.28, 1.22], [-1.86, -0.41, 0.34], [-1.85, 0.16, -0.91], [3.01, -0.81, 1.56], [-0.15, -1.85, 2.03], [-1.81, 0.28, 1.19], [-2.50, -1.28, 0.49], [-2.73, 0.04, -1.55]],
  "lowdin_charge": [0.0331, -0.1097, -0.2222, 0.1658, 1.5622, -0.2422, -0.1847, 0.1930, 0.1066, -0.0068, 0.1750, 0.1177, 0.1326, 0.1221, 0.1575]
}

=====

Number 5 is which compound?
C20H23NO4PtS2

=====

Number 2 is which compound?
C25H50BCl12N5O4P

=====

Copy entry 4 word for word.
{
  "formula": "C23H18IrN2O4S",
  "method": "ωB97M-V/def2-TZVPD",
  "fmax_ev_per_a": 4.43,
  "orbital_gap_ev": [5.80, 6.05],
  "total_energy_ha": -1800.13043,
  "spin_multiplicity": 2,
  "elements": ["Ir", "O", "C", "C", "C", "C", "C", "C", "C", "N", "C", "C", "N", "C", "C", "C", "C", "C", "C", "C", "O", "H", "H", "H", "H", "H", "H", "H", "H", "H", "H", "H", "H", "H", "H", "O", "C", "O", "C", "C", "C", "C", "C", "C", "S", "H", "H", "H", "H"],
  "xyz": [[0.08, 0.81, -0.66], [-1.38, 2.03, -1.77], [-1.91, 2.91, -1.03], [-3.33, 3.03, -0.95], [-3.92, 3.98, -0.16], [-3.15, 4.89, 0.57], [-1.77, 4.84, 0.49], [-1.13, 3.87, -0.29], [0.29, 3.83, -0.33], [0.98, 2.90, -0.89], [2.42, 3.00, -0.93], [3.02, 1.60, -1.15], [2.34, 0.71, -0.26], [2.90, -0.28, 0.33], [2.21, -1.14, 1.23], [2.81, -2.34, 1.64], [2.16, -3.22, 2.47], [0.88, -2.91, 2.93], [0.27, -1.74, 2.58], [0.90, -0.80, 1.73], [0.34, 0.31, 1.47], [-3.92, 2.33, -1.52], [-5.00, 4.03, -0.09], [-3.62, 5.63, 1.20], [-1.17, 5.54, 1.06], [0.81, 4.67, 0.15], [2.81, 3.43, 0.00], [2.70, 3.66, -1.77], [4.10, 1.62, -0.97], [2.83, 1.28, -2.18], [3.96, -0.51, 0.13], [3.80, -2.57, 1.27], [2.63, -4.15, 2.76], [0.37, -3.62, 3.58], [-0.73, -1.50, 2.93], [-3.46, -1.38, -1.26], [-2.33, -1.29, -0.82], [-1.76, -0.33, -0.24], [-1.47, -2.57, -0.91], [-2.08, -3.74, -0.52], [-1.40, -4.95, -0.56], [-0.09, -4.97, -1.01], [0.53, -3.81, -1.42], [-0.15, -2.59, -1.39], [0.66, -1.21, -2.08], [-3.11, -3.69, -0.20], [-1.90, -5.86, -0.27], [0.44, -5.91, -1.07], [1.55, -3.83, -1.80]],
  "lowdin_charge": [1.3966, -0.1492, -0.3757, 0.0119, -0.0662, -0.0932, -0.0495, -0.1570, -0.0731, -0.0705, -0.1993, -0.2085, -0.1103, -0.0946, -0.1616, -0.0493, -0.0930, -0.0692, 0.0032, -0.3823, -0.1416, 0.1222, 0.1096, 0.0981, 0.1110, 0.1447, 0.1263, 0.1282, 0.1282, 0.1193, 0.1458, 0.1110, 0.0974, 0.1076, 0.1198, 0.0871, -0.6312, -0.1174, -0.1488, -0.0210, -0.0675, -0.0879, -0.1241, -0.5988, 0.7538, 0.1203, 0.1016, 0.1014, 0.0956]
}